Here is the ion C5H14NSi with charge +1 in a non-equilibrium geometry from OMol25. Energies are from ωB97M-V/def2-TZVPD.

```
21
Properties=species:S:1:pos:R:3:forces:R:3:lowdin_charge:R:1
C 0.06257 -0.04146 -2.34722 0.608 -2.370 0.043 -0.157
Si -0.46484 -0.11817 -0.56965 -0.554 -1.090 -1.394 0.517
C -1.80546 1.05352 -0.22851 -1.166 -1.303 -2.342 -0.154
C -0.82107 -1.89806 -0.08490 0.840 0.744 2.538 -0.161
C 1.09783 0.30622 0.41090 1.114 0.755 2.035 -0.180
C 1.22773 1.37804 1.49686 1.546 -0.168 -0.266 -0.024
N 1.35130 -0.04981 1.88792 0.032 -1.114 -0.125 0.074
H 0.34466 -1.09958 -2.63732 -0.345 0.945 0.260 0.068
H -0.63294 0.26868 -3.07913 -1.431 0.239 -0.449 0.028
H 0.90561 0.51092 -2.64548 1.442 0.987 0.207 0.017
H -2.77425 0.55203 -0.42126 0.444 -0.065 -0.048 0.072
H -1.87015 1.30419 0.75077 -0.179 1.340 3.052 -0.011
H -1.81585 1.87814 -0.91499 0.267 0.726 -0.009 0.049
H 0.08044 -2.45408 -0.32431 0.227 -0.257 -0.030 0.030
H -0.83438 -1.83492 1.07885 -0.136 -0.410 -1.639 0.055
H -1.65940 -2.51375 -0.36562 -0.459 0.317 -0.358 0.038
H 2.06147 0.09785 -0.01946 0.071 0.083 -0.736 0.116
H 2.23994 1.88510 1.67152 -1.893 -0.451 -0.487 0.161
H 0.30884 1.90008 1.79436 0.578 -0.375 0.150 0.128
H 2.24318 -0.49969 2.08928 0.497 0.952 -0.413 0.175
H 0.75479 -0.62523 2.45740 -1.503 0.515 0.010 0.157
```
Forces are in eV/Å.

Summary:
**F_max**: 3.34 eV/A
**LUMO energy**: -3.43 eV
**Structure (SMILES)**: C[Si](C)(C)[C@H]1C[NH2+]1
**Charge**: +1
**HOMO level**: -14.67 eV
**Frontier orbital gap**: 0.4133 Eh
**Electronic energy**: -542.872305 a.u.
**Energy relative to the best compared isomer or geometry (same formula, charge and spin)**: 47.48 kcal/mol